The following is a DFT calculation (ωB97M-V/def2-TZVPD) of a molecular structure, C33H57CuIN2O2Si at a distorted geometry.

Calculated values
Energy ... -3779.3175 hartree
Expectation value of S² ... 0.757
Multiplicity ... 2

Each line ends with the Mulliken charge.
Cartesian coordinates (Å):
C: 2.78487 -1.86140 -2.60361  0.386
H: -3.72990 -0.16181 -2.81939  0.513
C: -1.63589 -0.58625 -5.89788  -1.484
H: -2.26189 -0.61523 -1.93498  -0.114
H: -0.13953 0.09715 -7.29056  0.525
H: -0.02539 1.25203 -3.05752  -1.217
C: 0.44362 -2.40538 -3.06140  1.250
H: 1.27182 -2.93827 -6.26958  0.198
H: -4.12544 2.90372 1.64218  0.491
C: -1.17519 -2.73552 1.08548  1.667
I: 2.48885 1.50794 0.40280  -0.456
H: -2.43680 -1.41084 3.58676  0.208
H: 2.35450 -3.73569 2.39229  0.360
H: 3.79911 0.34852 -4.40517  0.196
H: 2.37734 -2.46139 -7.57954  0.428
Si: 2.22909 2.20014 -3.73156  0.082
C: 2.47855 3.71126 -2.65148  -0.727
C: 1.37642 -3.45874 1.99706  -0.984
H: -0.16378 -1.49256 -2.92982  -0.565
O: 0.73682 -0.42024 -5.45535  -0.055
H: -0.42467 1.20828 -5.92013  -0.167
H: -2.48235 -0.03993 -6.32919  0.452
H: 2.62342 -3.86041 -1.76101  0.332
H: 2.67024 -1.01337 -5.58160  -0.145
C: -2.44496 1.49213 -2.37371  0.666
C: -2.24170 1.30937 2.15544  -2.505
H: -0.84189 4.94037 -3.25726  0.415
H: 1.26564 -0.57260 3.57398  0.167
C: -0.44700 4.26548 -0.65845  -1.586
H: 1.64761 2.17353 -6.17609  0.183
H: 0.62168 3.32793 -5.29494  0.186
H: 0.52072 -2.90350 -2.08027  0.319
H: 1.26563 0.63524 -1.99606  -0.666
C: -1.16647 3.48944 -1.71412  1.353
C: 1.01488 0.90541 -3.02945  4.592
H: 2.75805 -0.83203 -2.21384  -0.060
H: 0.66262 -2.00760 -7.67738  0.314
O: 1.73555 -2.01406 -3.55853  -0.230
C: -0.35478 0.14756 -6.20813  0.034
H: -3.60331 0.20037 -1.08671  0.515
H: 4.42513 1.27238 -3.02495  0.295
H: 0.41222 3.70116 -0.26200  0.056
H: 2.67410 3.44970 -1.60291  0.011
H: -1.62210 -1.58705 -6.34817  0.392
H: -3.20975 3.89024 0.48057  0.245
N: -0.66576 -0.38513 1.52405  1.034
C: 1.63786 2.91693 -5.36967  -0.881
C: 0.53535 -4.41647 1.43005  -0.757
H: 2.64789 -1.66673 3.32831  0.483
C: -2.55214 2.01199 -3.66185  -0.717
H: 3.77228 -2.78556 -0.94282  0.494
C: -3.55218 2.87189 0.71182  -1.469
C: -3.03925 0.16141 -2.02893  -1.032
H: -1.10437 4.51012 0.18765  0.285
H: -4.22808 2.55083 -0.09509  0.264
C: 1.82882 -1.14152 2.82262  -1.058
C: -1.73191 2.23134 -1.39930  -0.394
C: 3.89670 1.35803 -3.98439  -1.072
H: -0.81909 -0.93704 4.15904  0.251
Cu: 0.16292 0.89782 0.19027  -0.820
H: -3.21190 -2.24067 1.62277  0.307
H: 4.51794 1.95273 -4.66866  0.422
H: 1.61111 4.38396 -2.68334  0.149
H: 2.10833 -0.07416 -6.98778  0.520
H: 2.28035 -0.41185 2.12734  -0.250
C: -0.74124 -4.05601 0.99894  -0.851
H: -1.79684 -0.68109 -4.81506  0.163
H: 2.04462 -2.54535 -0.69321  0.040
H: 2.30763 3.73897 -5.66179  0.460
H: -2.65480 -1.47172 0.11986  0.030
C: 2.79702 -2.83019 -1.43739  -1.369
C: -2.39846 1.92232 0.91041  1.411
C: -1.75027 -0.56092 3.71616  -1.606
H: 0.86380 -5.45422 1.35312  0.413
H: -2.04327 3.61790 -5.01034  0.410
H: -2.87830 1.67002 2.95778  0.325
C: -1.95552 3.23011 -3.99385  -1.196
H: -1.43493 -4.80249 0.60753  0.384
H: -1.08248 -3.79536 -3.64705  0.389
H: 3.34677 4.26604 -3.03672  0.434
H: -3.13153 1.45343 -4.40142  0.533
H: -2.20981 0.14914 4.41185  0.492
C: 1.50784 -2.15088 -6.99526  -1.312
C: -2.58802 -2.38606 0.72570  -1.656
C: 1.83694 -0.87346 -6.27473  -0.072
H: 3.71131 -1.95284 -3.19017  0.260
N: -1.57246 1.69479 -0.10168  1.683
C: -0.28084 -1.74310 1.56296  -0.643
H: -0.47184 -2.76373 -4.96552  0.225
C: -1.27985 3.96857 -3.01810  -0.645
H: -3.03439 -3.20895 0.15091  0.428
C: -0.18445 -3.32821 -4.07110  -1.816
H: -0.07208 5.20473 -1.08183  0.467
H: 1.07821 -0.04626 -3.67358  -2.095
C: -1.50591 0.14806 2.40783  1.337
H: 0.51487 -4.12327 -4.35920  0.339
C: 0.97047 -2.12695 2.10473  1.410

Forces on the atoms, in the same order (eV/Å):
C 0.224 0.475 -0.163
H 0.169 0.062 0.176
C -0.301 -0.155 -0.144
H -0.174 0.249 0.064
H -0.064 0.097 0.333
H 0.219 0.022 -0.077
C 0.525 0.323 0.231
H 0.064 0.198 -0.276
H -0.008 0.103 -0.213
C 0.494 0.407 0.115
I 0.611 0.148 0.081
H 0.220 0.217 0.007
H -0.255 -0.011 -0.111
H -0.013 0.267 0.096
H -0.086 -0.076 -0.071
Si -0.422 -0.481 0.173
C 0.120 0.139 0.243
C -0.382 -0.100 -0.058
H 0.057 -0.240 0.031
O -0.150 -0.166 -1.812
H -0.077 -0.247 -0.103
H 0.030 -0.075 0.071
H 0.004 0.054 0.051
H -0.164 -0.026 -0.145
C 0.393 0.509 0.301
C -0.305 0.177 0.425
H -0.110 -0.302 -0.015
H 0.124 -0.077 -0.205
C 0.234 0.302 0.170
H -0.006 0.148 0.107
H 0.207 -0.096 0.023
H 0.017 0.185 -0.371
H -0.008 0.161 -0.226
C -0.282 -0.697 -0.033
C 0.196 -0.753 -0.778
H 0.100 -0.199 -0.001
H 0.094 -0.125 0.064
O -0.172 -1.000 0.622
C 0.660 0.052 0.262
H 0.192 -0.065 -0.193
H -0.062 0.001 -0.174
H -0.245 0.210 -0.088
H -0.018 0.176 -0.354
H -0.047 0.172 0.173
H -0.032 -0.314 -0.040
N -0.072 0.891 -0.105
C -0.006 -0.076 -0.239
C 0.094 0.020 0.005
H -0.168 0.138 -0.039
C 0.016 0.199 0.002
H -0.092 0.032 -0.072
C -0.284 0.112 0.283
C -0.273 -0.283 -0.086
H 0.189 -0.073 -0.159
H 0.335 0.022 0.156
C 0.529 0.276 0.000
C -0.666 0.511 -0.745
C 0.086 0.049 -0.022
H -0.241 0.042 -0.204
Cu -1.073 -0.572 0.749
H 0.202 0.014 -0.248
H -0.037 -0.120 0.166
H 0.163 -0.151 -0.024
H -0.027 -0.178 0.175
H -0.241 -0.364 0.441
C 0.152 0.044 0.163
H 0.105 0.048 -0.253
H 0.128 -0.224 -0.043
H -0.118 -0.159 0.049
H 0.065 -0.237 0.278
C -0.083 0.055 0.122
C 0.438 0.077 -0.803
C -0.110 -0.002 0.230
H -0.084 0.288 0.009
H 0.030 -0.093 0.284
H 0.088 -0.118 -0.157
C -0.090 0.052 0.180
H 0.255 0.121 0.109
H 0.090 0.083 -0.099
H -0.162 -0.044 0.098
H 0.266 0.202 0.156
H 0.060 -0.243 -0.075
C 0.069 -0.306 -0.029
C -0.354 0.010 -0.370
C -0.419 0.653 0.437
H -0.234 -0.032 0.118
N 0.317 -0.209 0.329
C 0.266 -0.939 0.456
H 0.112 -0.293 0.246
C -0.161 -0.210 -0.157
H 0.046 0.226 0.142
C -0.357 -0.149 -0.240
H -0.039 -0.175 0.173
H 0.003 1.862 1.269
C 0.351 -0.505 -0.561
H -0.135 0.153 0.114
C -0.503 -0.077 -0.374

---

The following is a DFT calculation (ωB97M-V/def2-TZVPD) of a molecular structure, C33H57N3O4RhSi at a distorted geometry.

Calculated values
Energy ... -2156.4789 hartree
Expectation value of S² ... 6.059
Multiplicity ... 5
Net charge ... +1

Each line ends with the Mulliken charge.
Cartesian coordinates (Å):
H: -1.93992 -0.51167 -2.58796  -0.098
H: -4.37856 2.54617 1.67878  0.284
O: 2.87405 0.52811 1.85359  -0.511
H: 0.44501 -4.52782 -2.33564  0.371
H: -3.37823 3.90755 2.24930  0.251
C: 1.41199 -3.38053 3.62057  -0.827
C: 1.72640 -0.80653 -4.30944  0.019
N: 1.95364 1.32616 2.14815  0.644
H: 2.49851 3.36166 0.60499  0.223
C: -3.69709 2.88047 2.47484  -1.441
H: 3.65785 -2.11140 -1.50896  0.304
H: -0.97813 5.12793 -1.48457  0.405
H: 1.64372 -2.93317 -4.13003  0.125
H: 2.60076 -0.62677 3.81982  0.195
H: 2.40773 -1.62909 5.26532  0.520
H: 0.55952 -3.18277 -0.22597  0.146
C: -1.53670 0.15260 4.05057  0.763
H: 2.10365 3.57998 -3.41969  0.463
C: 0.99051 -2.05842 3.74855  1.516
H: -0.46277 -0.29630 -5.28866  0.561
H: 0.10184 3.84835 1.60435  0.214
H: -1.85104 -1.75778 -3.85620  0.348
H: 2.53011 -2.33258 -5.55231  0.461
C: -3.28073 0.36366 -0.39414  -1.243
H: -2.12401 3.83824 -3.28679  0.383
C: -0.63124 -3.96437 2.47661  -0.926
C: 2.29751 3.56200 -0.45543  -0.894
C: 0.90066 0.65941 -0.91092  4.026
H: -3.31770 1.72245 -2.73258  0.496
H: -4.24985 2.89208 3.41840  0.513
C: -2.51970 1.95145 2.62378  1.136
C: -0.70144 4.43418 1.13247  -1.494
H: -2.53147 -0.44668 -0.41195  -0.093
C: -2.73854 2.24859 -1.96825  -0.539
C: -0.21574 -3.66634 -2.17982  -1.794
H: 2.59160 -0.73075 -3.63669  -0.287
C: -0.57285 -0.04951 -4.21741  -0.411
H: 1.40475 4.19802 -0.51381  0.173
H: 2.26305 -2.80005 1.09851  0.120
C: -1.95628 2.41012 0.31168  -0.485
C: 2.76518 -2.09457 -0.86786  0.428
C: 0.41265 -2.70377 -1.20819  1.571
H: -2.48830 -1.36968 1.55641  -0.029
O: 2.14574 2.43746 2.68815  -0.620
C: -1.44448 4.16491 -1.26309  -0.472
C: 0.61724 -4.32778 2.97990  -0.734
H: 1.20015 0.13771 0.02272  -0.230
H: -0.80027 -0.92969 5.79356  0.264
H: -0.11495 1.07176 -0.80745  -0.888
H: 1.27740 -0.29216 4.95938  0.274
C: -2.09655 3.44879 -2.26707  -1.159
H: -2.69691 -0.23397 -4.16459  0.481
C: -2.31126 1.29362 3.83909  -2.038
H: -0.25878 5.35061 0.72674  0.437
H: 1.83268 -0.03530 -5.09454  0.595
H: -4.03228 0.11721 -1.15745  0.515
C: -1.38361 3.67429 0.03919  1.151
H: -3.15540 -2.14855 3.00180  0.306
H: 4.52694 1.91433 -2.05080  0.489
H: -0.39776 -3.17290 -3.13959  0.298
C: -1.82943 -0.67810 -3.66681  -1.008
C: -2.66561 1.70039 -0.68880  0.521
H: 3.14472 4.14626 -0.84894  0.496
H: -1.40165 4.72704 1.92729  0.361
H: -1.27368 -4.70153 1.99152  0.456
H: 3.92704 -3.10224 0.59343  0.528
H: -0.62231 1.04830 -4.11530  0.138
C: -2.47253 -2.29310 2.15006  -1.524
Rh: 0.16363 0.96516 1.78115  -0.298
C: 1.85719 -1.08987 4.48227  -1.801
H: -2.88992 -3.09625 1.52985  0.464
C: -0.24161 -1.67812 3.16928  -0.499
H: 3.81957 0.28378 -2.17949  0.215
O: 0.57354 -0.51223 -3.48370  -0.121
H: 0.75363 -2.27739 -5.54532  0.334
H: -2.34752 -1.53551 5.14941  0.260
H: 2.71027 -1.08578 -0.43113  -0.182
Si: 2.11997 2.01272 -1.49532  -0.276
C: 1.64958 -2.17836 -4.92165  -1.244
H: 2.62763 -4.12134 -0.07290  0.319
H: -2.29380 -0.00214 6.03384  0.512
O: 1.66341 -2.25235 -1.76022  -0.210
H: 2.37766 -3.65852 4.05102  0.432
H: -1.16543 -4.03400 -1.77804  0.324
H: 0.48247 2.89918 -3.16455  0.065
C: 1.55485 2.65759 -3.17351  -0.666
C: -1.09025 -2.65518 2.59725  1.224
H: -2.93310 1.61351 4.67146  0.399
C: 3.81973 1.20993 -1.59005  -0.945
H: 1.73090 1.93007 -3.97756  0.053
H: 0.96468 -5.35632 2.88009  0.443
H: -3.77977 0.34349 0.58401  0.490
H: 4.16612 0.97533 -0.57310  0.253
N: -1.72314 1.79482 1.57295  1.653
H: 0.87837 -0.15468 -1.73673  -1.904
C: 2.88662 -3.10747 0.25145  -1.474
N: -0.66423 -0.31743 3.15777  1.349
C: -1.74620 -0.63028 5.32338  -1.604
H: -0.22963 -1.81839 -1.05379  -0.791

Forces on the atoms, in the same order (eV/Å):
H 0.175 -0.009 -0.242
H 0.296 0.084 0.168
O -1.829 1.303 0.518
H -0.134 0.167 -0.028
H -0.011 -0.364 -0.044
C -0.277 -0.219 0.006
C -0.248 0.504 0.380
N 5.658 1.665 0.888
H 0.044 0.168 -0.283
C -0.387 -0.130 0.557
H -0.251 -0.080 0.091
H -0.133 -0.311 0.038
H -0.029 0.118 -0.248
H -0.190 -0.124 0.190
H -0.138 0.261 -0.163
H -0.035 0.151 -0.329
C 1.139 -1.767 0.101
H -0.124 -0.253 0.078
C -0.401 0.142 -0.567
H -0.049 0.131 0.355
H -0.123 0.169 -0.092
H 0.007 0.232 0.063
H -0.119 -0.072 -0.017
C -0.279 -0.282 -0.083
H -0.025 -0.077 0.335
C 0.191 0.077 0.189
C -0.099 0.056 0.425
C -0.139 -0.485 -0.566
H 0.306 0.171 0.232
H -0.065 0.123 -0.230
C 0.251 1.350 -3.308
C 0.201 0.302 0.169
H -0.150 0.287 0.056
C 0.037 0.160 0.017
C -0.105 -0.199 -0.083
H -0.256 -0.012 -0.220
C 0.540 0.098 0.056
H 0.198 -0.124 -0.044
H 0.068 -0.329 -0.099
C -0.549 0.537 -1.148
C 0.004 0.488 -0.213
C 0.600 0.488 0.179
H 0.023 -0.207 0.166
O -0.234 -1.785 -0.462
C -0.141 -0.103 -0.105
C 0.053 0.037 -0.043
H 0.149 0.030 -0.323
H -0.216 0.047 -0.305
H 0.016 -0.103 -0.238
H 0.145 -0.058 -0.057
C -0.111 0.073 0.049
H 0.007 -0.062 0.040
C 0.082 -0.058 0.977
H -0.052 -0.190 0.194
H -0.068 -0.154 0.290
H 0.219 0.057 0.238
C -0.181 -0.705 0.107
H 0.173 -0.041 -0.178
H -0.081 -0.196 0.140
H 0.051 -0.195 0.204
C -0.266 -0.227 -0.015
C 0.375 0.307 0.490
H -0.227 -0.201 0.072
H 0.161 -0.050 -0.159
H 0.194 0.175 0.180
H -0.154 -0.075 0.021
H 0.010 -0.234 -0.145
C -0.367 0.050 -0.359
Rh -2.244 -1.005 -1.309
C 0.392 0.225 0.291
H 0.051 0.224 0.165
C 0.514 -1.253 0.619
H 0.026 0.249 0.153
O -0.178 -0.142 -1.459
H 0.137 -0.080 0.067
H 0.240 0.237 -0.040
H 0.223 -0.254 -0.007
Si 0.237 -0.225 -0.323
C 0.064 -0.209 -0.038
H 0.059 0.142 0.086
H 0.087 -0.210 -0.058
O -0.213 -0.853 0.558
H -0.338 0.029 -0.155
H 0.020 0.036 -0.097
H 0.243 -0.035 0.011
C -0.009 -0.149 -0.150
C 0.279 0.403 0.076
H 0.101 -0.094 -0.178
C -0.079 0.106 -0.043
H -0.059 0.208 0.197
H -0.083 0.281 0.030
H 0.108 -0.036 -0.202
H 0.017 0.037 -0.250
N -1.157 0.410 1.468
H -0.051 1.424 1.479
C 0.114 0.139 0.148
N -1.315 -0.074 0.710
C -0.343 0.151 0.397
H 0.022 -0.211 -0.009

---

Let's list relative energy (zero: lowest compared OMol25 entry of this formula, charge and spin) in order: 0.401, 0.555 eV.